i.
A molecular structure, C22H11Cl8N4O3ReS, computed with ωB97M-V/def2-TZVPD.

Calculated values
orbital gap (alpha / beta) = 7.14 / 6.01 eV

The geometry in ORCA input format:
```
! wB97M-V def2-TZVPD RIJCOSX def2/J DEFGRID3
* xyz 1 2
Re -0.1999 -0.0679 1.2641
N -2.4393 3.7484 0.9474
C -1.5487 2.7527 1.0083
S -2.0955 1.2251 1.6754
N -0.3324 2.9380 0.6073
N 0.4586 1.8415 0.7973
C 1.7340 1.9997 0.5781
C 2.3120 3.2283 0.0126
C 3.2753 3.9438 0.7192
C 3.8309 5.0849 0.1615
C 3.4440 5.4938 -1.1065
C 2.4906 4.7730 -1.8153
C 1.9125 3.6476 -1.2551
C 2.5819 0.8685 0.9624
C 3.9411 0.8144 0.7273
C 4.6524 -0.2964 1.1646
C 3.9882 -1.3112 1.8266
C 2.6198 -1.2038 2.0071
N 1.9326 -0.1426 1.5861
H -3.4065 3.5949 1.1685
H -2.1527 4.6418 0.5833
H 3.5753 3.6226 1.7097
H 4.5664 5.6518 0.7157
H 3.8864 6.3782 -1.5449
H 2.1941 5.0925 -2.8051
H 1.1639 3.0829 -1.7957
H 4.4250 1.6225 0.1995
H 5.7163 -0.3643 0.9831
H 4.5049 -2.1899 2.1830
H 2.0576 -1.9945 2.4816
O -0.5773 -0.1699 4.3657
C -0.4659 -0.1016 3.2425
Cl -0.5283 -2.6339 1.8953
C -1.6824 -2.4165 0.5904
C -1.7276 -1.1042 0.2049
C -2.4903 -0.8080 -0.9171
Cl -2.4998 0.7910 -1.5600
C -3.2086 -1.8188 -1.5593
Cl -4.1505 -1.4488 -2.9413
C -3.1533 -3.1424 -1.0995
Cl -4.0379 -4.3753 -1.8888
C -2.3559 -3.4647 -0.0042
Cl -2.1858 -5.0575 0.5861
Cl 2.5536 -2.5839 -3.0952
C 1.5386 -1.2501 -2.5947
Cl 0.0185 -1.2591 -3.5068
Cl 2.3997 0.2871 -2.8630
C 1.1761 -1.3554 -1.0874
O 1.4850 -2.3177 -0.4248
O 0.5297 -0.3127 -0.6810
*
```

ii.
A molecular structure, C22H11Cl8N4O3ReS, computed with ωB97M-V/def2-TZVPD.

Calculated values
orbital gap (alpha / beta) = 6.58 / 5.88 eV

The geometry in ORCA input format:
```
! wB97M-V def2-TZVPD RIJCOSX def2/J DEFGRID3
* xyz 1 2
Re -1.1291 0.2385 0.8234
N 1.6782 -0.7195 3.9697
C 1.1100 -0.2237 2.8740
S -0.6025 0.2771 3.0091
N 1.8012 -0.0465 1.7896
N 1.0262 0.4214 0.7669
C 1.6032 0.7635 -0.3360
C 3.0572 0.7152 -0.5797
C 3.7228 -0.5071 -0.5548
C 5.0840 -0.5489 -0.8056
C 5.7831 0.6233 -1.0607
C 5.1217 1.8431 -1.0743
C 3.7558 1.8907 -0.8434
C 0.6611 1.2379 -1.3547
C 1.0452 1.6692 -2.6125
C 0.0840 2.1716 -3.4754
C -1.2345 2.2480 -3.0576
C -1.5618 1.7774 -1.8033
N -0.6409 1.2560 -0.9797
H 1.1368 -0.9195 4.7921
H 2.6504 -0.9818 3.9466
H 3.1740 -1.4148 -0.3409
H 5.6014 -1.4986 -0.7969
H 6.8477 0.5864 -1.2479
H 5.6680 2.7568 -1.2637
H 3.2386 2.8430 -0.8487
H 2.0856 1.6124 -2.8960
H 0.3656 2.5076 -4.4640
H -2.0095 2.6490 -3.6937
H -2.5823 1.7802 -1.4431
O -2.1851 3.1767 1.4469
C -1.8180 2.1342 1.2259
Cl -2.5725 -1.1567 -1.7661
C -3.6954 -0.8275 -0.4790
C -3.2288 -0.1823 0.6750
C -4.2055 0.0605 1.6554
Cl -3.8025 0.9082 3.1135
C -5.5360 -0.3276 1.5099
Cl -6.6868 -0.0033 2.7381
C -5.9426 -0.9744 0.3431
Cl -7.5741 -1.4399 0.1394
C -5.0151 -1.2213 -0.6668
Cl -5.5083 -1.9913 -2.1169
Cl 2.1194 -3.5415 1.2428
C 0.4859 -3.7189 0.5504
Cl -0.1313 -5.3283 0.8667
Cl 0.5712 -3.4349 -1.1931
C -0.3996 -2.6777 1.2923
O -0.6657 -2.8073 2.4505
O -0.7504 -1.6547 0.5328
*
```

Relative energies, unit kcal/mol: i 0.0; ii 6.9

i.
2 unconnected molecules or ions with the total composition C8H10, computed with ωB97M-V/def2-TZVPD.

Calculated values
SMILES = c1ccccc1.C=C
orbital gap = 10.22 eV

The geometry in ORCA input format:
```
! wB97M-V def2-TZVPD RIJCOSX def2/J DEFGRID3
* xyz 0 1
C -3.3695 0.1502 0.6263
C -2.5509 -0.2522 -0.2565
C 0.1375 -0.9250 -0.3807
C -0.1329 0.4385 -0.5069
C 0.8410 1.3728 -0.1820
C 2.1224 0.9583 0.2317
C 2.3490 -0.4054 0.3902
C 1.3805 -1.3701 0.0497
H -3.9641 1.0901 0.5604
H -3.1754 -0.1337 1.6653
H -2.4197 0.1327 -1.2281
H -1.9837 -1.0238 -0.1652
H -0.5866 -1.6445 -0.7173
H -1.0969 0.7698 -0.8390
H 0.6670 2.4196 -0.3738
H 2.9265 1.6949 0.3783
H 3.3315 -0.7042 0.7439
H 1.6395 -2.4038 0.1450
*
```

ii.
A single C8H10 molecule, computed with ωB97M-V/def2-TZVPD.

Calculated values
orbital gap = 8.56 eV

The geometry in ORCA input format:
```
! wB97M-V def2-TZVPD RIJCOSX def2/J DEFGRID3
* xyz 0 1
C 1.1652 0.9059 0.8054
C 1.9870 -0.2696 1.1363
C 1.5500 1.3898 -0.5235
C 1.8024 -0.1749 -0.4802
C -0.1901 0.4553 0.9200
C 0.7343 -0.8237 0.4101
C -1.3970 1.1758 0.2994
C -0.0248 -2.0370 0.1345
H 0.8528 1.8160 -1.2531
H 2.6003 1.7297 -0.3082
H 2.4144 -0.6017 -1.2797
H -0.4529 0.1099 1.8517
H -1.1789 1.5462 -0.6541
H -1.6906 1.9576 1.0353
H -2.2088 0.3533 0.2060
H -0.6069 -1.6982 -0.7565
H -0.7302 -2.0251 0.8931
H 0.4831 -2.9358 -0.1275
*
```

iii.
2 unconnected molecules or ions with the total composition C8H10, computed with ωB97M-V/def2-TZVPD.

Calculated values
SMILES = C#CC=C.C=CC=C
orbital gap (alpha / beta) = 7.47 / 7.55 eV

The geometry in ORCA input format:
```
! wB97M-V def2-TZVPD RIJCOSX def2/J DEFGRID3
* xyz 0 1
C 0.3391 0.8522 -0.6569
C 0.9919 -0.1499 1.3114
C 1.3705 0.8298 -1.5249
C 1.7560 -1.2262 0.9069
H -0.0884 1.8196 -0.4057
H 1.4517 0.4804 2.0748
H 1.7293 1.7489 -1.9737
H 1.7782 -1.5559 -0.1225
H 2.4430 -1.7311 1.5735
H 1.8710 -0.0920 -1.7942
C -0.9605 -0.1692 -0.9496
C -2.2076 0.2407 -1.1521
C -0.4088 -0.4362 1.6669
C -1.4855 -0.2630 2.1869
H -0.6309 -1.1806 -1.1705
H -2.5225 1.2689 -1.0114
H -2.9688 -0.4682 -1.4669
H -2.4577 0.0319 2.5078
*
```

Relative energies, unit kcal/mol: i 0.0; ii 116.0; iii 129.7